{"formula": "C4H8N3", "method": "the ωB97M-V functional and the def2-TZVPD basis", "total_charge": 1, "de_lowest_kcal_mol": 130.4, "total_energy_ha": -321.08349, "homo_energy_ha": -0.5152, "smiles": "C=[N+]=C(C)/N=N/C", "elements": ["C", "N", "C", "C", "N", "N", "C", "H", "H", "H", "H", "H", "H", "H", "H"], "xyz": [[2.64066, 1.33722, -0.43799], [1.65193, 0.66437, -0.00760], [0.69652, -0.16919, -0.42676], [1.09148, -1.70937, -0.57551], [-0.51639, 0.17336, -0.14118], [-1.51881, 0.57182, -0.59237], [-2.62875, 0.67142, 0.23944], [2.88847, 1.59325, -1.45999], [3.38628, 1.93654, 0.23248], [2.05824, -1.87879, -1.08554], [0.26665, -2.03493, -1.26588], [1.17794, -2.22310, 0.31020], [-3.37811, 1.38617, -0.11671], [-2.50825, 0.89668, 1.24879], [-3.07599, -0.24555, 0.13267]], "mulliken_charge": [-0.10, -0.21, 0.29, -0.88, 0.37, -0.33, -0.68, 0.27, 0.25, 0.34, 0.31, 0.34, 0.31, 0.37, 0.35]}